{
  "formula": "H4OP2S2",
  "method": "the ωB97M-V functional and the def2-TZVPD basis",
  "symbols": ["O", "P", "P", "S", "S", "H", "H", "H", "H"],
  "xyz": [[0.779, -1.470, -0.331], [-1.782, 0.356, -0.664], [-0.259, -0.608, 0.565], [-1.172, -1.459, 1.982], [1.825, 1.359, 1.275], [0.921, -1.317, -1.269], [-1.065, 0.866, -1.868], [-1.657, 1.534, 0.039], [2.410, 0.740, 0.272]],
  "nbo_charge": [-1.000, 0.043, 1.110, -0.384, -0.442, 0.525, 0.012, 0.031, 0.103],
  "e_homo_ha": -0.324,
  "homo_lumo_gap_ev": 7.05,
  "lumo_energy_ev": -1.78,
  "relative_energy_kcal_mol": 53.2,
  "max_force_ev_per_a": 2.6,
  "e_tot_ev": -42359.3382
}

=====

{
  "formula": "H4OS2",
  "method": "the ωB97M-V functional and the def2-TZVPD basis",
  "symbols": ["S", "S", "H", "H", "H", "H", "O"],
  "xyz": [[-0.547, 1.541, 1.343], [1.376, 1.377, 0.497], [-1.154, 0.329, 0.940], [1.150, 0.392, -0.286], [0.327, -1.379, -0.296], [-0.992, -1.335, -1.227], [-0.161, -0.925, -0.972]],
  "nbo_charge": [0.266, 0.322, 0.218, 0.171, 0.483, 0.518, -0.977],
  "e_homo_ha": [-0.588, -0.615],
  "homo_lumo_gap_ev": [10.11, 7.95],
  "lumo_energy_ev": [-5.90, -8.79],
  "relative_energy_kcal_mol": 4.3,
  "max_force_ev_per_a": 3.4,
  "spin_multiplicity": 2,
  "e_tot_ev": -23773.5737,
  "total_charge": 1
}